<1>
A structure of composition C4H5N3S. Source: the Open Molecules 2025 dataset; level of theory: ωB97M-V with the def2-TZVPD basis set.

Geometry as XYZ:
```
13
C4H5N3S, DFT ωB97M-V with the def2-TZVPD basis set
S 0.928 0.310 -2.869
N 0.676 2.150 1.965
N -0.581 -0.668 1.300
N -0.825 -0.620 -1.069
C 0.846 -0.323 1.083
C 0.004 0.421 -1.485
C 0.694 1.041 1.659
C -1.316 -0.622 0.219
H 1.218 0.119 -0.189
H -1.050 -1.080 -1.855
H -2.297 -0.815 0.236
H 0.177 1.207 -0.694
H 1.526 -1.120 1.698
```

Calculated values
Orbital gap ... 8.6 eV
Charge ... 0

=====

<2>
The molecule C4H5N3S. Source: the Open Molecules 2025 dataset; level of theory: ωB97M-V with the def2-TZVPD basis set.

Geometry as XYZ:
```
13
C4H5N3S, DFT ωB97M-V with the def2-TZVPD basis set
S -1.525 0.543 -3.785
N -0.864 -1.310 -0.858
N 0.372 -0.529 0.718
N -0.339 -1.574 0.360
C 0.955 -0.630 2.063
C -1.149 0.953 -2.252
C -0.648 0.027 -1.140
C 0.312 0.509 -0.243
H -1.149 2.018 -1.800
H 0.211 -0.459 2.920
H 0.670 1.497 -0.184
H 1.649 -1.471 2.200
H 1.507 0.427 2.002
```

Calculated values
Orbital gap ... 8.2 eV
Charge ... 0

=====

Relative to the most stable structure, the computed energies are <1> 1.263; <2> 0.000, all in eV.

=====

<1>
The molecule C2H4N4O2. Source: the Open Molecules 2025 dataset; level of theory: ωB97M-V with the def2-TZVPD basis set.

Geometry as XYZ:
```
12
C2H4N4O2, DFT ωB97M-V with the def2-TZVPD basis set
O 1.187 -1.620 -0.237
O 2.772 0.005 -0.182
N -1.890 -0.051 -0.147
N -0.114 -1.644 0.136
N -0.524 -0.282 -0.124
N 0.861 1.818 0.107
C 0.656 0.526 0.097
C 1.623 -0.422 0.008
H -2.117 0.799 0.482
H -2.503 0.273 -1.050
H 0.024 -1.617 1.314
H 0.026 2.216 -0.406
```

Calculated values
Orbital gap ... 8.8 eV
Charge ... 0

=====

<2>
The molecule C2H4N4O2. Source: the Open Molecules 2025 dataset; level of theory: ωB97M-V with the def2-TZVPD basis set.

Geometry as XYZ:
```
12
C2H4N4O2, DFT ωB97M-V with the def2-TZVPD basis set
O -0.908 -0.604 1.534
O 1.816 -0.996 1.125
N -2.227 0.703 -0.709
N 1.312 0.414 -0.821
N 0.881 -0.762 0.065
N 0.157 0.956 -1.347
C -0.362 -0.237 0.510
C -0.793 0.683 -0.550
H -2.617 0.931 -1.574
H 2.100 -0.081 1.487
H -2.608 0.149 0.202
H 1.931 -0.047 -1.454
```

Calculated values
Orbital gap ... 8.9 eV
Charge ... 0

=====

Relative to the most stable structure, the computed energies are <1> 2.063; <2> 0.000, all in eV.

=====

<1>
A cluster of 2 separate species, C11H18 in total. Source: the Open Molecules 2025 dataset; level of theory: ωB97M-V with the def2-TZVPD basis set.

Geometry as XYZ:
```
29
C11H18, DFT ωB97M-V with the def2-TZVPD basis set
C -0.046 1.822 1.345
C 0.847 1.809 -1.354
C 1.116 -2.873 -1.255
C -1.201 -2.664 -0.459
C -0.974 2.439 0.364
C 1.590 1.297 -0.281
C 1.164 1.352 0.946
C -0.474 2.283 -1.013
C 0.210 -2.525 -0.086
C -2.366 2.675 0.683
C 0.519 -3.473 1.111
H -1.913 -3.184 0.280
H -1.528 -3.103 -1.327
H 2.125 -3.299 -0.869
H -0.244 -3.297 1.939
H 0.834 -4.452 0.809
H 1.389 1.937 -2.321
H 0.747 -1.582 0.170
H 0.589 -3.571 -1.942
H -1.645 -1.605 -0.572
H 1.346 -3.114 1.575
H -2.416 3.186 1.646
H -2.879 3.305 -0.192
H 1.875 1.177 1.785
H 2.558 0.788 -0.560
H 1.221 -2.018 -1.930
H -1.042 2.492 -1.891
H -0.426 1.851 2.436
H -2.900 1.631 0.951
```

Calculated values
Orbital gap ... 9.7 eV
Charge ... 0

=====

<2>
A cluster of 2 separate species, C11H18 in total. Source: the Open Molecules 2025 dataset; level of theory: ωB97M-V with the def2-TZVPD basis set.

Geometry as XYZ:
```
29
C11H18, DFT ωB97M-V with the def2-TZVPD basis set
C -0.223 -2.751 -2.026
C -1.388 2.199 -0.149
C 0.360 -1.819 0.167
C -2.236 1.300 0.467
C -0.481 0.784 2.068
C 0.782 -1.868 -1.339
C -0.078 2.309 0.221
C -1.796 0.680 1.628
C 1.728 1.863 1.931
C 0.357 1.692 1.415
C 0.791 -0.437 -1.823
H 2.539 1.796 1.156
H 1.520 0.279 -1.396
H -0.234 0.028 -1.805
H 1.737 -2.219 -1.679
H -0.086 0.139 2.861
H -0.011 -3.841 -1.935
H 2.003 1.064 2.639
H 1.904 2.823 2.497
H -3.312 1.168 0.332
H -0.416 -2.581 -3.097
H -0.017 -2.738 0.600
H 1.209 -1.306 0.680
H 0.615 3.051 -0.134
H -0.494 -1.125 0.168
H -1.802 2.599 -1.075
H -1.280 -2.739 -1.598
H 0.905 -0.444 -2.892
H -2.596 0.095 2.118
```

Calculated values
Orbital gap ... 10.0 eV
Charge ... 0

=====

Relative to the most stable structure, the computed energies are <1> 2.061; <2> 0.000, all in eV.

=====

<1>
A cluster of 2 separate species, C11H18 in total. Source: the Open Molecules 2025 dataset; level of theory: ωB97M-V with the def2-TZVPD basis set.

Geometry as XYZ:
```
29
C11H18, DFT ωB97M-V with the def2-TZVPD basis set
C 2.317 -0.339 1.214
C -0.638 1.979 1.021
C -1.312 -2.397 -0.633
C 1.947 1.889 -0.023
C 0.220 0.939 1.310
C -1.934 -3.632 -1.273
C -2.360 -1.269 -0.407
C -0.154 3.043 0.242
C 1.525 0.875 0.836
C 1.158 3.021 -0.169
C -0.054 -1.949 -1.384
H -2.993 -3.678 -1.079
H -0.820 3.885 0.120
H -3.340 -1.498 -0.820
H -1.057 -2.605 0.404
H -2.080 -0.290 -0.792
H -1.770 -3.772 -2.343
H 1.832 -1.282 0.956
H 0.324 -1.055 -0.883
H 2.736 -0.435 2.208
H -2.529 -1.150 0.663
H -1.660 2.087 1.363
H -1.558 -4.576 -0.860
H -0.136 0.140 1.955
H 2.855 1.690 -0.581
H 1.575 3.883 -0.683
H 3.201 -0.321 0.562
H -0.345 -1.613 -2.382
H 0.630 -2.792 -1.400
```

Calculated values
Orbital gap ... 10.1 eV
Charge ... 0

=====

<2>
A cluster of 2 separate species, C11H18 in total. Source: the Open Molecules 2025 dataset; level of theory: ωB97M-V with the def2-TZVPD basis set.

Geometry as XYZ:
```
29
C11H18, DFT ωB97M-V with the def2-TZVPD basis set
C 2.454 -1.340 0.047
C -1.774 0.022 -0.059
C -1.555 1.591 -0.396
C 1.546 -0.734 0.922
C 2.621 1.309 0.189
C 3.438 -0.643 -0.645
C -1.903 -0.277 1.378
C 1.689 0.704 0.998
C -0.728 -0.780 -0.667
C 3.649 0.664 -0.506
C -3.134 -0.327 -0.723
H -3.210 -0.165 -1.817
H -0.259 -0.284 -1.724
H -3.464 -1.411 -0.483
H -3.923 0.284 -0.253
H -0.965 -1.934 -0.984
H 2.751 2.317 0.332
H 0.963 1.199 1.604
H -2.077 -1.448 1.293
H -1.293 1.599 -1.526
H -0.847 2.285 0.154
H 2.260 -2.395 -0.099
H 0.844 -1.371 1.481
H 0.202 -1.004 0.163
H -0.878 -0.319 1.731
H 4.451 1.187 -0.984
H -2.647 0.399 1.823
H -2.523 2.046 -0.224
H 4.312 -1.176 -1.025
```

Calculated values
Orbital gap ... 9.3 eV
Charge ... 0

=====

Relative to the most stable structure, the computed energies are <1> 0.000; <2> 3.287, all in eV.